Entry 1:
The following is a quantum chemistry calculation of C23H39Br2N3O2PPbS2 as an isolated structure at a distorted geometry, from OMol25.

Cartesian coordinates (Å):
1 Pb 0.664 -1.002 2.368
2 Br 1.049 -2.263 5.692
3 C 2.998 -2.193 5.542
4 Br 3.556 -2.326 3.659
5 H 3.391 -3.083 6.044
6 H 3.311 -1.223 5.963
7 O 0.296 -0.162 0.175
8 P 0.969 0.442 -1.029
9 N -0.270 1.295 -1.791
10 C -0.191 2.224 -2.913
11 C -1.560 2.201 -3.571
12 C -2.516 1.747 -2.479
13 C -1.665 0.830 -1.610
14 N 1.672 -0.723 -1.982
15 C 0.814 -1.668 -2.732
16 C 1.781 -2.358 -3.743
17 C 2.920 -1.341 -3.907
18 C 3.040 -0.675 -2.553
19 N 2.239 1.468 -0.649
20 C 3.450 1.052 0.069
21 C 4.070 2.369 0.533
22 C 3.030 3.460 0.444
23 C 1.877 2.873 -0.361
24 H 0.629 1.992 -3.620
25 H 0.055 3.220 -2.517
26 H -1.540 1.464 -4.422
27 H -1.830 3.177 -4.001
28 H -3.432 1.285 -2.845
29 H -2.912 2.641 -1.889
30 H -1.743 -0.202 -2.020
31 H -1.964 0.828 -0.536
32 H 0.022 -1.114 -3.290
33 H 0.291 -2.337 -2.037
34 H 1.335 -2.667 -4.688
35 H 2.171 -3.335 -3.309
36 H 2.668 -0.579 -4.681
37 H 3.878 -1.758 -4.260
38 H 3.479 0.335 -2.539
39 H 3.702 -1.262 -1.897
40 H 4.138 0.493 -0.577
41 H 3.210 0.393 0.932
42 H 4.921 2.593 -0.130
43 H 4.513 2.361 1.540
44 H 3.432 4.407 0.032
45 H 2.638 3.792 1.425
46 H 1.745 3.433 -1.288
47 H 0.886 2.922 0.186
48 O -0.983 -2.668 2.572
49 S -2.485 -2.815 2.211
50 C -2.774 -4.591 2.511
51 C -3.346 -5.213 1.238
52 C -2.741 -4.454 0.030
53 C -2.644 -2.971 0.358
54 H -3.438 -4.646 3.367
55 H -1.806 -4.930 2.852
56 H -4.429 -5.089 1.293
57 H -3.143 -6.291 1.159
58 H -3.372 -4.662 -0.867
59 H -1.719 -4.863 -0.182
60 H -3.593 -2.453 0.083
61 H -1.797 -2.427 -0.133
62 S -0.712 0.729 3.974
63 C -1.532 1.909 2.934
64 C -0.949 3.173 2.761
65 C -1.729 4.215 2.252
66 C -3.037 4.023 1.889
67 C -3.553 2.736 1.914
68 C -2.818 1.649 2.373
69 H 0.100 3.319 3.023
70 H -1.323 5.219 2.140
71 H -3.688 4.795 1.560
72 H -4.550 2.648 1.558
73 H -3.159 0.629 2.390

Atoms 1-2, force components in eV/Å:
-0.6 0.7 0.5
0.4 0.1 -0.1

Summary:
Highest occupied orbital energy, eV: -9.82
Gap between HOMO and LUMO, Eh: 0.2781
ΔE to the lowest compared entry with this formula, charge and spin, eV: 0.000
Total charge: +1

=====

Entry 2:
The following is a quantum chemistry calculation of a 3-piece molecular cluster, C23H39I2O5P overall at a distorted geometry, from OMol25.

Cartesian coordinates (Å):
1 C 3.100 -5.665 0.302
2 C 3.013 -4.182 -0.281
3 O 4.019 -3.767 -0.928
4 O 1.940 -3.271 -0.100
5 C 0.640 -3.903 -0.297
6 C -0.594 -2.860 -0.218
7 P -0.154 -1.285 0.820
8 C -0.489 -0.263 -0.756
9 C -1.990 -0.056 -1.216
10 O -2.213 1.009 -1.890
11 C -3.267 -0.963 -0.994
12 C -4.423 -0.333 -0.127
13 C -5.761 -1.035 0.176
14 C -6.029 -2.462 -0.374
15 C -4.912 -3.094 -1.253
16 C -3.557 -2.363 -1.573
17 C -1.406 -0.343 1.875
18 C -1.410 1.249 1.792
19 C 0.007 1.975 1.925
20 C -2.296 1.764 3.071
21 C 0.232 -2.355 2.389
22 I -0.914 -4.162 2.958
23 C 1.272 -2.053 3.340
24 C 1.549 -3.002 4.630
25 I 2.542 -0.313 3.187
26 H 2.229 -5.917 0.992
27 H 3.227 -6.370 -0.584
28 H 4.066 -5.719 0.935
29 H 0.514 -4.815 0.384
30 H 0.657 -4.329 -1.375
31 H -0.807 -2.586 -1.321
32 H -1.575 -3.346 0.135
33 H 1.246 -0.932 0.640
34 H -0.050 0.794 -0.565
35 H 0.109 -0.634 -1.678
36 H -4.282 0.724 0.305
37 H -6.526 -0.475 0.831
38 H -7.023 -2.960 -0.124
39 H -5.146 -4.140 -1.674
40 H -2.777 -2.872 -2.224
41 H -2.441 -0.822 1.665
42 H -1.200 -0.607 2.983
43 H -1.937 1.700 0.879
44 H 0.377 1.993 3.020
45 H 0.021 3.068 1.568
46 H 0.851 1.444 1.335
47 H -1.686 1.839 4.029
48 H -2.729 2.784 2.735
49 H -3.190 1.054 3.128
50 H 1.788 -4.050 4.226
51 H 0.627 -3.058 5.318
52 H 2.465 -2.653 5.227
53 C 2.842 1.389 -2.275
54 C 2.544 2.747 -1.673
55 O 3.510 3.064 -0.678
56 H 2.836 0.616 -1.501
57 H 2.104 1.129 -3.039
58 H 3.837 1.376 -2.730
59 H 1.558 2.749 -1.202
60 H 2.560 3.528 -2.441
61 H 4.377 3.070 -1.104
62 C 1.109 7.009 -3.450
63 C 2.586 7.254 -3.692
64 O 3.336 6.916 -2.532
65 H 0.756 7.601 -2.603
66 H 0.520 7.270 -4.333
67 H 0.927 5.958 -3.204
68 H 2.766 8.307 -3.916
69 H 2.949 6.655 -4.533
70 H 3.178 5.980 -2.345

Atoms 1-2, force components in eV/Å:
-0.1 0.8 0.5
3.6 1.4 -2.0

Summary:
Highest occupied orbital energy, eV: -8.54
Gap between HOMO and LUMO, Eh: 0.3061
SMILES string: CC(=O)OCC[PH](CC(=O)c1ccccc1)(CC(C)C)/C(I)=C(/C)I.CCO.CCO
Total charge: 0

=====

Entry 3:
The following is a quantum chemistry calculation of C23H39IN2O9S as an isolated structure at a distorted geometry, from OMol25.

Cartesian coordinates (Å):
1 C 5.124 1.971 0.667
2 C 3.724 1.581 1.147
3 C 2.937 0.556 0.284
4 C 1.461 0.955 0.401
5 O 0.681 0.195 -0.517
6 C -0.319 0.868 -1.176
7 C -1.315 1.693 -0.415
8 O -0.394 0.746 -2.351
9 O 3.379 0.537 -1.054
10 C 3.051 1.678 -1.822
11 C 4.040 1.790 -2.985
12 N 4.284 0.504 -3.645
13 C 3.088 -0.936 0.805
14 I 2.610 -2.270 -0.918
15 O 2.269 -1.065 1.867
16 C 1.762 -2.348 2.270
17 C 0.273 -2.397 1.897
18 C -0.622 -3.102 2.936
19 C -1.881 -2.242 3.236
20 N -3.110 -2.615 2.552
21 C -3.245 -1.947 1.235
22 C -3.782 -0.535 1.281
23 C -3.579 0.379 2.317
24 C -4.074 1.675 2.257
25 C -4.805 2.100 1.146
26 C -5.053 1.203 0.121
27 C -4.547 -0.108 0.180
28 O -4.810 -0.937 -0.827
29 S 4.826 -1.437 1.228
30 C 5.881 -1.209 -0.198
31 O 4.852 -2.859 1.498
32 O 5.315 -0.707 2.376
33 H 5.908 1.399 1.155
34 H 5.264 1.939 -0.410
35 H 5.302 3.005 0.970
36 H 3.799 1.252 2.181
37 H 3.131 2.496 1.171
38 H 1.330 2.017 0.187
39 H 1.103 0.832 1.423
40 H -1.068 2.742 -0.590
41 H -2.310 1.543 -0.826
42 H -1.335 1.508 0.658
43 H 2.054 1.607 -2.263
44 H 3.089 2.619 -1.263
45 H 4.988 2.200 -2.634
46 H 3.645 2.471 -3.741
47 H 5.118 0.078 -3.272
48 H 3.496 -0.121 -3.545
49 H 1.797 -2.360 3.361
50 H 2.346 -3.205 1.949
51 H -0.041 -1.385 1.654
52 H 0.217 -2.981 0.977
53 H -0.940 -4.059 2.524
54 H -0.065 -3.301 3.853
55 H -1.615 -1.213 3.025
56 H -2.080 -2.316 4.311
57 H -3.095 -3.607 2.353
58 H -3.837 -2.543 0.547
59 H -2.243 -1.894 0.776
60 H -3.030 0.093 3.203
61 H -3.863 2.351 3.078
62 H -5.175 3.115 1.082
63 H -5.619 1.488 -0.768
64 H -5.436 -0.432 -1.451
65 H 6.546 -0.365 -0.051
66 H 6.499 -2.102 -0.237
67 H 5.314 -1.155 -1.121
68 O -5.446 1.258 -5.975
69 C -5.470 1.369 -4.623
70 C -6.333 0.269 -3.902
71 O -6.377 0.394 -2.529
72 H -5.876 2.344 -4.228
73 H -4.465 1.308 -4.115
74 H -5.921 -0.697 -4.277
75 H -7.326 0.320 -4.406

Atoms 1-2, force components in eV/Å:
0.2 0.4 0.3
0.1 0.2 -0.1

Summary:
Highest occupied orbital energy, eV: 1.41
Gap between HOMO and LUMO, Eh: 0.0586
Total charge: -2

=====

Entry 4:
The following is a quantum chemistry calculation of an isolated ion of composition C23H39N2O2 and charge +1, from OMol25.

Cartesian coordinates (Å):
1 C 4.481 -2.697 -3.532
2 C 3.018 -3.084 -3.785
3 C 2.890 -4.605 -3.682
4 C 2.665 -2.658 -5.216
5 C 2.099 -2.337 -2.780
6 C 2.441 -2.619 -1.313
7 C 1.593 -1.762 -0.373
8 C 0.111 -2.047 -0.601
9 O -0.736 -1.218 0.213
10 C -0.865 -1.602 1.568
11 C -1.758 -0.579 2.296
12 O -3.046 -0.505 1.741
13 C -1.156 0.834 2.255
14 N -0.996 1.309 0.856
15 C 0.147 2.230 0.686
16 C -0.045 3.495 1.547
17 N -1.448 3.804 1.675
18 C -2.035 3.976 2.930
19 C -1.322 4.629 3.937
20 C -1.881 4.815 5.187
21 C -3.163 4.366 5.458
22 C -3.882 3.733 4.461
23 C -3.327 3.528 3.210
24 C -2.206 3.452 0.510
25 C -2.231 1.923 0.293
26 C -0.249 -1.767 -2.055
27 C 0.607 -2.622 -2.987
28 H 4.854 -3.123 -2.606
29 H 4.596 -1.616 -3.493
30 H 5.106 -3.072 -4.339
31 H 3.159 -4.960 -2.690
32 H 3.562 -5.073 -4.396
33 H 1.880 -4.935 -3.911
34 H 2.666 -1.574 -5.309
35 H 3.400 -3.056 -5.911
36 H 1.693 -3.035 -5.519
37 H 2.259 -1.265 -2.956
38 H 3.490 -2.404 -1.118
39 H 2.262 -3.671 -1.088
40 H 1.787 -0.703 -0.567
41 H 1.872 -1.976 0.662
42 H -0.105 -3.096 -0.362
43 H 0.113 -1.644 2.065
44 H -1.320 -2.600 1.628
45 H -1.810 -0.881 3.354
46 H -3.480 -1.364 1.785
47 H -1.806 1.515 2.809
48 H -0.177 0.808 2.735
49 H -0.812 0.416 0.326
50 H 0.204 2.490 -0.373
51 H 1.071 1.720 0.963
52 H 0.378 3.343 2.542
53 H 0.500 4.323 1.073
54 H -0.337 5.021 3.734
55 H -1.314 5.327 5.949
56 H -3.599 4.518 6.432
57 H -4.885 3.384 4.655
58 H -3.918 3.026 2.459
59 H -3.221 3.837 0.595
60 H -1.743 3.943 -0.353
61 H -2.278 1.694 -0.773
62 H -3.084 1.455 0.781
63 H -0.079 -0.708 -2.265
64 H -1.308 -1.977 -2.214
65 H 0.317 -2.405 -4.013
66 H 0.402 -3.674 -2.790

Atoms 1-2, force components in eV/Å:
-0.2 -0.1 0.0
0.1 0.1 -0.1

Summary:
Highest occupied orbital energy, eV: -10.73
Gap between HOMO and LUMO, Eh: 0.3151
SMILES string: CC(C)(C)[C@H]1CC[C@H](OC[C@H](O)C[NH+]2CCN(c3ccccc3)CC2)CC1
ΔE to the lowest compared entry with this formula, charge and spin, eV: 0.159
Total charge: +1